Record 1
Density functional theory data (ωB97M-V/def2-TZVPD) for a molecular structure, C10H25ClIrO5Sb.

HOMO (alpha / beta), Ha: -0.7141 / -0.7097
Net charge: +3
Relative energy (zero: lowest compared OMol25 entry of this formula, charge and spin), kcal/mol: 21.91
2S+1: 2
<S²>: 0.75

Geometry (Å):
Ir -1.844 2.084 -1.975
Sb 0.663 -1.185 2.269
Cl -1.475 0.548 -0.005
O -0.506 1.624 0.191
O -1.135 -0.082 -1.297
O -2.804 1.178 -0.231
O -1.520 -0.363 1.122
O -1.460 2.360 -3.853
C -0.179 -0.878 4.200
C -0.129 -2.966 1.417
C 0.636 -4.158 2.003
C -0.656 1.540 -4.825
C 3.840 -0.463 2.546
C -2.316 3.438 -4.345
C 2.923 -1.609 2.254
C -3.089 3.788 -3.095
C 0.808 1.683 -4.527
C 0.629 -1.832 5.081
H -0.932 1.914 -5.808
H 2.967 -2.002 1.241
H 1.058 1.253 -3.555
H 0.500 -4.274 3.076
H 1.128 2.724 -4.550
H -2.950 3.082 -5.155
H 0.503 -2.883 4.826
H 3.793 0.331 1.806
H 0.224 -1.698 6.090
H 1.367 1.141 -5.291
H 1.689 -1.579 5.143
H 1.696 -4.163 1.756
H -0.030 -2.851 0.338
H -1.021 0.521 -4.725
H 4.858 -0.877 2.493
H 2.819 -2.379 3.026
H -2.335 3.982 -2.243
H 0.211 -5.049 1.533
H -1.230 -1.135 4.069
H -0.092 0.175 4.455
H -1.184 -2.926 1.691
H -3.868 3.052 -2.855
H -1.686 4.246 -4.712
H 3.728 -0.064 3.552
H -3.600 4.752 -3.127



Record 2
Density functional theory data (ωB97M-V/def2-TZVPD) for 10 unconnected molecules or ions with the total composition C30H86N6O10.

HOMO (alpha / beta), Ha: -0.3928 / -0.3928
Net charge: +1
Relative energy (zero: lowest compared OMol25 entry of this formula, charge and spin), kcal/mol: 3.41
2S+1: 2
<S²>: 0.76

Geometry (Å):
O -4.447 -0.738 -2.765
O 4.033 -0.515 -4.155
O 1.990 -0.727 5.636
O -4.936 3.132 3.325
O -0.487 1.298 -1.039
O 1.433 5.036 -1.904
O -0.539 -4.090 1.280
O 2.588 -1.593 -0.125
O 2.813 -5.955 -3.344
O -0.544 3.429 5.982
N -2.236 1.993 3.069
N 0.185 -3.594 3.921
N -5.124 -3.240 -5.452
N 1.633 8.297 -0.311
N 1.948 0.375 -2.449
N 3.652 -2.801 -2.406
C -4.524 0.661 -2.653
C -0.509 0.182 -1.890
C -4.661 -2.773 -4.210
C -1.287 4.071 3.089
C 4.467 -2.802 -1.170
C -5.735 3.130 2.132
C -0.128 -1.173 3.326
C 5.945 -2.864 -1.576
C -4.761 -1.228 -4.065
C 0.768 -2.201 3.985
C 1.428 6.004 -0.854
C -1.440 1.275 -0.009
C 1.777 -6.160 -4.284
C 0.555 -4.073 0.361
C 2.129 -0.530 7.004
C 1.205 -1.937 5.438
C 1.159 3.727 -1.467
C 2.160 -0.529 0.759
C 4.023 -1.542 -0.283
C -1.253 2.738 3.842
C 0.131 2.543 6.895
C 0.541 -5.317 -0.512
C 0.499 -0.907 -3.815
C 0.600 0.308 -2.985
C -3.233 -3.261 -4.178
C 0.832 -4.951 -4.270
C 3.233 7.358 -1.934
C 1.791 7.394 -1.445
C -1.612 2.709 5.353
C -4.741 2.879 1.031
H 0.124 3.628 -1.140
H -3.987 3.666 1.035
H 6.681 -2.573 -0.826
H 1.878 1.049 -1.699
H 1.188 -0.185 7.434
H -3.036 -4.314 -4.381
H 2.348 8.021 0.347
H 0.849 -4.286 4.239
H -5.811 -0.978 -4.215
H -5.463 -4.190 -5.410
H 1.426 -3.972 1.009
H -0.400 2.390 7.834
H 0.134 -4.970 -5.107
H -6.017 -2.803 -5.626
H -1.362 0.296 0.465
H -0.485 -1.488 2.346
H 0.710 -1.837 -3.286
H -0.227 2.371 3.813
H -2.402 1.596 -0.407
H 1.087 -0.899 -4.733
H 3.239 -0.010 -3.980
H 4.062 -1.166 -3.454
H 0.276 -0.163 3.386
H -1.498 0.177 -2.349
H -2.636 -2.621 -4.827
H -5.335 -3.151 -3.442
H 1.658 -2.194 3.355
H 1.094 7.603 -2.257
H 1.636 -2.808 5.932
H -2.537 3.274 5.464
H 4.532 -1.402 0.671
H -0.402 -5.221 -1.050
H 4.263 -0.636 -0.839
H -6.625 2.502 2.186
H -0.602 4.145 2.245
H 3.930 -3.596 -2.963
H 0.193 -4.962 -3.387
H 2.611 -1.381 7.487
H -2.243 1.061 3.458
H 1.339 3.081 -2.326
H 0.421 -6.163 0.164
H 1.092 3.013 7.106
H 3.551 8.336 -2.295
H 2.762 0.370 0.627
H -0.628 -3.632 4.520
H 1.138 -7.009 -4.042
H 6.150 -2.175 -2.395
H 0.667 8.234 -0.021
H 3.326 6.630 -2.740
H -1.951 1.685 5.508
H -0.342 -0.772 -1.389
H 1.286 -3.960 -4.284
H 2.713 -3.009 -2.098
H 2.881 0.245 7.150
H 2.276 -0.646 1.836
H 0.408 6.079 -0.479
H 2.127 -0.421 -1.854
H 3.895 7.092 -1.109
H -5.232 2.920 0.059
H -2.288 4.451 2.888
H -1.149 2.067 0.682
H -1.055 -1.072 3.890
H 0.312 -1.779 6.042
H 1.132 -0.180 0.661
H -0.225 -3.775 2.131
H 4.109 -3.673 -0.621
H -2.819 -3.200 -3.171
H -4.226 -0.777 -4.900
H 2.104 -6.310 -5.313
H -6.083 4.155 2.008
H -5.508 3.463 4.021
H -3.721 1.182 -3.175
H -0.500 -1.046 -4.228
H 2.092 5.721 -0.037
H 1.457 -5.381 -1.100
H 0.342 1.184 -3.580
H -4.352 1.866 1.140
H -3.163 2.375 3.186
H 0.330 1.554 6.482
H -0.973 4.848 3.787
H 0.662 -3.189 -0.268
H -4.437 0.750 -1.571
H 1.725 3.316 -0.631
H 6.205 -3.860 -1.936
H 3.470 -6.630 -3.531
H -5.489 1.032 -2.998



Record 3
Density functional theory data (ωB97M-V/def2-TZVPD) for 7 unconnected molecules or ions with the total composition C42H102N5O11.

HOMO, Ha: -0.3088
Net charge: +3
Relative energy (zero: lowest compared OMol25 entry of this formula, charge and spin), kcal/mol: 14.71

Geometry (Å):
O -15.517 22.371 -2.364
O -9.034 25.419 -9.044
O -19.194 22.068 0.967
O -5.527 19.681 -5.726
O -15.941 29.933 5.890
O -14.374 22.363 -4.166
O -20.617 22.248 -0.726
O -21.382 22.411 1.355
O -12.104 15.541 2.008
O -16.301 23.522 -4.017
O -19.641 18.548 -8.071
N -14.151 17.007 3.559
N -11.322 27.222 -8.418
N -20.939 21.665 -8.502
N -7.332 19.320 -3.443
N -15.707 28.485 2.995
C -20.468 22.984 -9.181
C -14.910 15.657 3.861
C -10.476 29.643 -8.639
C -16.489 15.742 3.756
C -15.906 29.274 1.650
C -8.466 19.419 -2.381
C -20.855 20.138 -10.566
C -19.758 20.871 -7.801
C -7.898 25.273 -9.862
C -14.432 17.261 2.010
C -7.044 17.740 -3.651
C -12.795 27.756 -8.289
C -6.038 19.854 -2.791
C -6.834 19.523 -6.018
C -12.602 16.993 3.894
C -13.794 27.199 1.857
C -14.827 18.257 4.282
C -10.201 25.188 -9.771
C -16.792 28.659 0.515
C -7.730 20.011 -4.795
C -10.707 27.166 -7.005
C -14.708 29.268 3.890
C -4.739 19.302 -6.854
C -13.381 28.436 -9.511
C -17.170 28.312 3.609
C -21.982 22.059 -7.391
C -16.602 30.851 6.730
C -20.224 19.472 -7.252
C -10.495 28.237 -9.262
C -15.405 30.365 4.635
C -11.737 15.797 3.371
C -21.751 20.766 -9.466
C -15.075 27.142 2.659
C -14.870 17.922 5.797
C -11.407 25.742 -9.012
C -11.518 14.315 1.533
C -15.382 22.713 -3.529
C -8.254 16.991 -4.344
C -8.438 20.775 -1.665
C -20.425 22.270 0.524
C -19.376 23.875 -8.437
C -19.565 17.245 -7.494
H -16.133 30.948 4.071
H -8.107 18.656 -1.690
H -7.993 25.933 -10.724
H -9.365 19.153 -2.937
H -5.073 19.694 -7.815
H -10.208 25.717 -10.724
H -14.212 19.124 4.040
H -15.930 26.775 2.090
H -11.625 24.937 -8.309
H -14.260 16.329 1.470
H -13.972 17.513 6.260
H -14.510 14.941 3.143
H -16.858 14.863 3.227
H -17.652 31.056 6.522
H -14.984 18.874 6.315
H -17.851 28.510 0.726
H -7.253 18.536 -6.216
H -22.270 20.045 -8.834
H -12.854 29.315 -9.882
H -11.404 26.639 -6.354
H -8.681 17.460 -5.231
H -10.681 28.129 -6.495
H -15.419 17.599 1.695
H -8.799 19.878 -4.966
H -6.057 19.437 -1.784
H -16.901 15.737 4.765
H -16.310 27.707 0.292
H -8.144 15.974 -4.719
H -10.064 30.360 -9.349
H -18.847 20.767 -8.390
H -5.989 20.943 -2.804
H -20.402 17.048 -6.824
H -8.711 21.643 -2.265
H -3.759 19.718 -6.623
H -6.217 17.555 -4.337
H -6.995 20.170 -6.880
H -14.602 31.065 4.864
H -7.656 24.254 -10.166
H -13.311 26.938 -7.786
H -11.699 14.257 0.459
H -13.499 27.817 -10.400
H -20.066 19.358 -6.180
H -13.312 26.222 1.831
H -10.444 14.257 1.709
H -13.868 27.644 0.864
H -16.071 31.777 6.949
H -16.816 16.527 3.075
H -19.379 16.470 -8.237
H -7.524 21.039 -1.132
H -16.399 30.199 1.948
H -15.743 18.529 3.757
H -7.804 21.083 -4.612
H -21.296 23.670 -9.359
H -18.823 17.277 -6.696
H -16.552 30.368 7.706
H -13.003 27.715 2.402
H -10.668 15.893 3.559
H -22.811 22.531 -7.919
H -19.711 24.370 -7.525
H -14.327 28.931 -9.290
H -21.397 19.392 -11.147
H -7.063 25.527 -9.208
H -5.200 19.555 -3.420
H -17.816 27.563 3.150
H -16.701 23.280 -3.179
H -15.069 26.544 3.571
H -12.422 17.039 4.968
H -21.442 22.686 -6.682
H -12.259 25.779 -9.690
H -16.819 29.343 -0.333
H -14.967 29.644 1.240
H -20.500 20.962 -11.185
H -20.013 19.594 -10.138
H -18.489 23.260 -8.282
H -17.745 29.206 3.367
H -6.689 17.275 -2.731
H -4.601 18.221 -6.858
H -21.311 19.391 -7.228
H -9.812 26.547 -6.942
H -9.188 17.009 -3.782
H -9.524 27.746 -9.329
H -10.243 24.114 -9.951
H -9.865 29.778 -7.747
H -15.703 17.295 6.114
H -11.836 14.910 3.997
H -9.242 20.844 -0.932
H -12.852 28.461 -7.460
H -14.684 15.458 4.909
H -18.757 22.038 0.112
H -14.128 28.640 4.567
H -12.234 17.953 3.531
H -20.025 22.730 -10.144
H -22.559 21.406 -9.818
H -22.448 21.215 -6.883
H -17.165 28.090 4.676
H -11.481 30.031 -8.473
H -13.973 29.748 3.244
H -13.728 18.052 1.755
H -10.941 28.186 -10.255
H -19.078 24.685 -9.102
H -12.040 13.444 1.930
H -19.516 21.389 -6.874



Record 4
Density functional theory data (ωB97M-V/def2-TZVPD) for a molecular structure, C38H34I2O2P2PdS.

HOMO, Ha: -0.5051
Net charge: +2
Relative energy (zero: lowest compared OMol25 entry of this formula, charge and spin), kcal/mol: 0.00

Geometry (Å):
I 1.146 0.409 -2.885
I -0.745 -0.621 -4.450
Pd 0.372 0.213 -0.279
S 0.480 0.323 1.907
P -0.642 2.308 -0.147
P 0.315 -2.084 -0.059
O 1.662 1.034 2.380
O 3.057 0.489 -0.446
C -3.855 -3.310 -1.504
C 0.420 -2.743 4.507
C -0.439 5.047 -0.721
C 0.547 -1.462 3.990
C -1.297 -2.628 -0.667
C -4.069 2.100 -3.175
C -1.478 -3.674 -1.567
C 0.243 6.252 -0.694
C 2.160 5.165 0.282
C -2.407 -1.926 -0.187
C 4.062 -0.536 -0.531
C 1.599 -3.158 -0.718
C 0.083 -3.642 2.290
C -1.544 1.084 3.671
C 1.487 3.956 0.254
C -2.017 2.270 -1.311
C 2.756 -3.980 -2.668
C -1.832 2.767 -2.604
C -3.680 -2.271 -0.598
C -2.758 -4.009 -1.984
C -1.384 2.214 1.524
C -2.861 2.688 -3.526
C 3.686 -4.608 -1.846
C 0.187 3.894 -0.252
C -0.974 1.219 2.417
C 5.409 0.027 -0.922
C -2.360 3.113 1.934
C -3.227 1.668 -0.968
C 1.537 6.311 -0.196
C 2.540 -3.780 0.099
C 0.410 -1.297 2.617
C -2.539 1.976 4.048
C 3.576 -4.506 -0.467
C -2.934 2.993 3.191
C -4.249 1.584 -1.901
C 1.721 -3.253 -2.108
C 0.160 -3.820 3.663
C 0.239 -2.369 1.743
H 4.496 -5.175 -2.283
H 5.352 0.540 -1.882
H -5.191 1.129 -1.629
H 2.840 -4.058 -3.743
H 4.300 -4.992 0.172
H -4.874 2.049 -3.895
H -1.234 0.305 4.352
H -3.000 1.879 5.022
H 2.485 -3.692 1.176
H -0.074 -4.495 1.642
H 5.779 0.729 -0.173
H 4.111 -1.061 0.428
H -4.850 -3.583 -1.827
H 2.063 7.255 -0.179
H 3.351 1.147 0.194
H 0.522 -2.902 5.571
H 3.165 5.216 0.676
H -4.537 -1.737 -0.211
H 6.140 -0.778 -1.008
H -0.895 3.232 -2.883
H -2.683 3.901 1.264
H -0.635 -4.247 -1.927
H -3.699 3.691 3.502
H 0.766 -0.619 4.631
H 1.963 3.061 0.641
H 1.005 -2.764 -2.757
H 0.045 -4.811 4.079
H 3.692 -1.234 -1.283
H -3.380 1.275 0.029
H -0.239 7.147 -1.061
H -2.275 -1.115 0.524
H -2.723 3.095 -4.519
H -2.898 -4.827 -2.677
H -1.451 5.012 -1.104



Record 5
Density functional theory data (ωB97M-V/def2-TZVPD) for a molecular structure, C15H24BiN6O6.

HOMO (alpha / beta), Ha: -0.4374 / -0.4460
Net charge: +1
Relative energy (zero: lowest compared OMol25 entry of this formula, charge and spin), kcal/mol: 0.00

Geometry (Å):
Bi -0.010 0.020 -1.103
O -1.598 -2.080 0.830
O 0.440 -1.283 -3.004
O -2.019 0.517 1.745
O 3.010 -1.346 -1.130
O 1.891 3.028 -0.754
O 1.734 0.792 -3.303
N -0.596 -2.006 0.018
N -1.229 1.252 0.893
N 1.923 -1.667 -0.592
N -0.339 0.169 7.608
N 0.646 2.462 -0.401
N 0.899 -0.272 2.374
C 0.791 1.057 4.376
C -0.080 0.078 6.472
C 1.115 0.874 3.020
C -1.883 3.276 2.225
C 1.382 -2.910 -0.912
C 0.283 -0.040 5.076
C 0.076 -3.129 -0.404
C 0.459 -1.326 3.057
C -0.625 -4.441 -0.474
C -1.112 2.545 1.187
C 2.105 -3.776 -1.847
C -0.040 3.223 0.436
C -1.960 0.252 -2.240
C 0.110 -1.264 4.416
C 0.429 4.600 0.726
H 1.232 1.313 -3.951
H 2.084 -3.365 -2.870
H 1.684 -4.782 -1.853
H -0.795 -4.831 0.544
H 2.270 2.379 -1.381
H 0.991 4.632 1.676
H -2.235 1.319 -2.286
H -2.447 2.579 2.849
H -0.005 -5.167 -1.024
H 1.553 1.694 2.450
H 1.113 4.896 -0.080
H -2.712 -0.383 -1.744
H 3.150 -3.815 -1.524
H 1.301 -0.150 -3.303
H -0.044 -1.717 -3.714
H -1.739 -0.121 -3.235
H -1.611 -4.353 -0.974
H 0.970 2.016 4.860
H -0.247 -2.173 4.908
H -1.208 3.877 2.854
H -1.883 -0.442 1.445
H -0.433 5.276 0.796
H -2.593 3.954 1.736
H 0.375 -2.263 2.499



Record 6
Density functional theory data (ωB97M-V/def2-TZVPD) for a single C5H14N2 molecule.

HOMO, Ha: -0.3116
Relative energy (zero: lowest compared OMol25 entry of this formula, charge and spin), kcal/mol: 26.16

Geometry (Å):
N -2.250 0.627 1.817
N 2.193 -0.973 -0.973
C 0.896 -0.746 -1.655
C 0.181 0.563 -1.380
C -1.343 -0.388 1.304
C 0.304 1.139 0.049
C 0.121 0.115 1.176
H -3.130 0.822 1.389
H 0.344 0.710 2.068
H 1.005 -0.870 -2.735
H 0.268 -1.619 -1.450
H 0.657 1.309 -2.026
H -0.847 0.471 -1.722
H 1.321 1.515 0.108
H -1.544 -0.629 0.251
H 2.989 -1.057 -1.603
H -1.541 -1.289 1.884
H -0.335 2.004 0.228
H -2.075 0.973 2.748
H 2.112 -1.867 -0.506
H 0.674 -0.808 1.028